Density functional theory data (wB97M-V/def2-TZVPD) for ClNO4S in the gas phase in a non-equilibrium geometry.

Geometry as XYZ:
```
7
Properties=species:S:1:pos:R:3:forces:R:3
N 1.027 0.542 0.023 -0.31 -3.23 -1.62
O 1.674 0.432 -0.961 1.62 -0.19 -3.95
O 1.112 1.104 1.040 -0.44 3.59 6.09
O -0.863 -1.268 1.338 1.53 3.36 -5.39
O -0.383 -1.205 -1.226 -0.15 -0.40 -0.57
S -0.568 -0.516 -0.013 -2.28 -3.06 5.42
Cl -1.998 0.911 -0.202 0.03 -0.07 0.02
```
Forces are in eV/Å.

Results
- highest occupied orbital energy (alpha / beta) (eV) = -8.0 / -11.8
- 2S+1 = 3
- gap between HOMO and LUMO (alpha / beta) (Ha) = 0.2372 / 0.2494
- energy above the lowest of the compared OMol25 structures with the same formula, charge and spin (eV) = 2.457
- max |F| (hartree/bohr) = 0.13765



Density functional theory data (wB97M-V/def2-TZVPD) for a molecular structure, C2H3NOS2 in a non-equilibrium geometry.

Geometry as XYZ:
```
9
Properties=species:S:1:pos:R:3:forces:R:3
C 1.156 -0.867 0.609 -1.09 -6.91 1.92
C -0.345 0.248 -0.616 -2.79 -0.91 0.26
N 1.784 0.260 0.658 2.78 7.80 -0.58
O 0.051 -0.984 -0.132 -0.64 -0.14 -1.60
S 1.032 1.365 -0.290 0.65 -0.98 0.24
S -1.825 0.721 0.641 2.10 -0.07 0.13
H 1.608 -1.723 1.138 -0.87 0.24 -0.90
H -0.851 0.102 -1.657 1.30 0.67 1.87
H -2.611 0.878 -0.353 -1.44 0.31 -1.33
```
Forces are in eV/Å.

Results
- highest occupied orbital energy (alpha / beta) (eV) = -5.1 / -9.7
- 2S+1 = 3
- gap between HOMO and LUMO (alpha / beta) (Ha) = 0.2038 / 0.2731
- energy above the lowest of the compared OMol25 structures with the same formula, charge and spin (eV) = 2.507
- max |F| (hartree/bohr) = 0.16136



Density functional theory data (wB97M-V/def2-TZVPD) for a molecular structure, C29H34MoNO4S4Te in a non-equilibrium geometry.

Geometry as XYZ:
```
74
Properties=species:S:1:pos:R:3:forces:R:3
Mo 1.730 1.401 -1.306 -0.83 -0.28 1.30
C 1.245 -0.028 -5.523 -0.07 -0.04 -0.04
C 1.687 0.867 -4.385 -0.09 -0.02 0.19
C 1.860 2.317 -4.822 0.10 0.03 -0.09
O 0.740 0.806 -3.300 0.47 -0.31 -0.08
C 3.006 0.379 -3.781 0.07 0.23 0.90
O 3.880 -0.149 -4.398 0.04 -0.09 -0.23
O 3.112 0.663 -2.457 0.00 -0.09 -0.75
H 0.388 0.409 -6.036 -0.01 0.00 0.01
H 0.962 -1.011 -5.149 0.04 0.00 0.02
H 2.064 -0.151 -6.229 0.01 0.01 -0.03
H 0.910 2.709 -5.185 -0.01 0.00 -0.03
H 2.599 2.377 -5.620 -0.02 0.02 -0.02
H 2.199 2.951 -3.999 0.01 -0.03 0.05
H 0.013 1.470 -3.404 -0.29 0.12 -0.04
S 4.194 3.708 -0.784 -0.17 -0.13 -0.15
S 5.332 4.769 0.604 0.14 0.19 0.01
S 5.069 4.119 2.392 -0.06 -0.06 0.13
S 3.186 2.277 0.312 -0.01 -0.06 -0.10
C 2.495 -3.691 5.862 0.00 -0.01 0.01
C 2.075 -2.814 4.715 0.03 -0.06 0.03
C 1.546 -1.554 4.933 -0.04 0.09 -0.04
C 1.159 -0.719 3.885 0.08 -0.14 0.08
C 0.651 0.656 4.248 0.01 0.02 -0.05
C 1.294 -1.202 2.573 0.39 0.13 0.14
Te 0.619 0.126 1.082 -0.21 0.28 -0.97
N 0.168 2.247 -1.104 0.46 0.26 -0.66
C -1.001 2.617 -1.743 0.30 -0.18 1.04
O -1.157 2.470 -2.947 -0.31 0.19 -0.52
C -2.069 3.167 -0.858 0.11 -0.04 -0.14
C -1.803 3.447 0.479 -0.05 0.01 0.05
C -2.808 3.952 1.293 0.04 -0.05 -0.07
C -4.073 4.175 0.769 0.01 0.00 -0.05
C -4.338 3.897 -0.568 -0.02 0.00 0.02
C -3.338 3.397 -1.382 0.00 -0.02 0.00
C -0.894 -1.080 0.194 -0.03 -0.08 0.07
C -0.742 -1.793 -1.001 -0.09 -0.05 0.08
C 0.536 -2.022 -1.766 0.08 0.04 0.08
C -1.870 -2.420 -1.540 0.03 -0.01 -0.06
C -3.110 -2.377 -0.937 -0.06 -0.02 0.02
C -4.300 -3.073 -1.540 0.01 0.00 -0.03
C -3.224 -1.697 0.270 0.02 0.02 0.01
C -2.144 -1.052 0.848 0.02 0.03 -0.03
C -2.356 -0.361 2.170 0.01 0.05 -0.01
C 1.860 -2.457 2.320 -0.04 -0.02 0.17
C 2.081 -2.987 0.938 -0.01 0.04 -0.04
C 2.230 -3.243 3.403 0.00 -0.04 -0.03
H 2.272 -3.225 6.820 -0.01 0.01 0.00
H 3.567 -3.892 5.827 0.01 0.01 -0.02
H 1.983 -4.654 5.826 -0.01 0.00 -0.01
H 1.439 -1.193 5.949 0.00 0.00 0.01
H 0.613 0.759 5.331 0.00 -0.01 0.00
H -0.348 0.845 3.854 -0.03 0.00 0.00
H 1.300 1.446 3.864 0.03 -0.03 -0.03
H -0.808 3.277 0.869 0.02 -0.01 0.00
H -2.603 4.175 2.331 0.02 0.01 0.01
H -4.856 4.574 1.401 -0.02 0.00 0.01
H -5.327 4.073 -0.971 -0.01 0.01 0.00
H -3.522 3.173 -2.424 0.00 0.00 -0.01
H 1.412 -1.562 -1.318 -0.08 0.05 -0.03
H 0.430 -1.644 -2.777 0.01 0.09 -0.13
H 0.727 -3.096 -1.833 0.00 0.02 -0.01
H -1.753 -2.967 -2.470 0.00 0.00 -0.01
H -4.124 -3.325 -2.585 0.01 0.00 0.00
H -5.191 -2.448 -1.486 0.00 0.02 0.01
H -4.520 -3.999 -1.006 0.01 -0.01 0.02
H -4.184 -1.663 0.773 -0.02 0.00 0.01
H -3.383 -0.496 2.506 -0.01 -0.02 0.00
H -2.164 0.712 2.102 0.00 0.00 -0.02
H -1.697 -0.770 2.939 0.01 -0.01 0.01
H 2.694 -2.304 0.346 0.00 0.01 0.01
H 1.134 -3.120 0.417 -0.01 -0.02 0.04
H 2.586 -3.950 0.976 0.02 -0.01 -0.02
H 2.660 -4.220 3.212 0.01 -0.01 0.00
```
Forces are in eV/Å.

Results
- highest occupied orbital energy (alpha / beta) (eV) = -7.1 / -7.8
- 2S+1 = 2
- gap between HOMO and LUMO (alpha / beta) (Ha) = 0.2289 / 0.2474
- energy above the lowest of the compared OMol25 structures with the same formula, charge and spin (eV) = 1.358
- max |F| (hartree/bohr) = 0.03043



Density functional theory data (wB97M-V/def2-TZVPD) for a molecular structure, C37H58GeN3O6RuS2Se2Si in a non-equilibrium geometry.

Geometry as XYZ:
```
111
Properties=species:S:1:pos:R:3:forces:R:3
Ru -0.547 0.504 -0.079 -0.53 -0.37 -0.77
C -0.306 2.097 1.437 -0.08 0.02 0.00
Si 1.464 2.387 1.647 -0.18 -0.07 0.07
C 2.210 0.683 1.310 0.06 0.07 -0.08
N 1.648 0.045 0.081 0.02 -0.10 0.16
C 2.386 0.544 -1.128 0.01 -0.13 0.03
C 3.442 -0.427 -1.656 0.02 0.06 0.09
C 4.251 -1.049 -0.524 -0.03 -0.03 0.00
C 3.306 -1.838 0.405 -0.01 -0.01 -0.04
C 1.842 -1.422 0.209 -0.08 0.03 0.13
C 2.025 2.777 3.434 0.07 0.02 0.00
C 1.879 1.824 4.450 -0.04 0.01 0.00
C 2.210 2.104 5.769 0.00 0.00 0.00
C 2.694 3.359 6.114 0.01 0.00 -0.01
C 2.837 4.326 5.129 -0.01 -0.01 0.00
C 2.509 4.033 3.811 0.03 -0.02 0.01
C 2.230 3.789 0.646 0.00 -0.04 -0.05
C 3.614 3.912 0.507 0.04 0.02 -0.02
C 4.184 5.007 -0.128 -0.01 -0.05 -0.01
C 3.369 6.010 -0.638 -0.01 0.01 -0.03
C 1.991 5.906 -0.512 0.01 -0.01 -0.09
C 1.429 4.804 0.121 -0.01 -0.05 -0.04
H -0.942 2.939 1.162 0.03 0.01 -0.02
H -0.683 1.705 2.392 -0.02 -0.03 0.00
H 1.875 0.082 2.163 0.00 -0.01 0.00
H 3.305 0.636 1.307 -0.01 0.02 0.05
H 2.856 1.489 -0.853 -0.02 0.07 -0.02
H 1.669 0.771 -1.903 0.03 -0.03 -0.01
H 4.084 0.119 -2.353 0.01 0.00 0.01
H 2.941 -1.214 -2.224 0.03 0.00 -0.05
H 4.758 -0.258 0.037 0.02 0.00 -0.01
H 5.036 -1.701 -0.917 0.00 0.00 0.00
H 3.611 -1.720 1.448 -0.02 -0.01 0.01
H 3.364 -2.907 0.181 0.02 0.00 0.01
H 1.232 -1.757 1.051 -0.03 -0.01 -0.03
H 1.440 -1.874 -0.693 -0.01 -0.05 -0.03
H 1.473 0.845 4.218 0.02 0.01 0.01
H 2.080 1.342 6.529 -0.01 0.00 0.00
H 2.951 3.582 7.143 0.00 0.00 0.00
H 3.204 5.313 5.388 0.01 0.00 0.00
H 2.631 4.803 3.056 0.00 0.00 0.01
H 4.263 3.140 0.910 -0.01 0.00 0.00
H 5.262 5.077 -0.231 -0.01 0.00 0.00
H 3.806 6.862 -1.145 0.00 0.00 0.01
H 1.348 6.670 -0.929 -0.01 0.02 -0.01
H 0.351 4.720 0.189 -0.01 -0.02 -0.02
O -4.833 -2.610 2.233 -0.02 0.02 0.21
C -3.511 -3.028 2.476 -0.03 0.02 -0.07
C -3.048 -2.771 3.924 0.06 0.16 0.11
C -3.701 -3.837 4.809 0.03 -0.03 0.00
O -3.521 -3.659 6.215 -0.02 0.04 0.00
C -1.516 -2.922 3.931 0.02 0.03 -0.16
Se -0.610 -1.205 3.510 0.47 -0.52 0.28
C -3.431 -1.369 4.424 0.16 -0.26 -0.01
Se -2.590 -0.070 3.249 -0.68 0.50 -0.04
H -4.779 -1.901 1.560 0.03 -0.02 -0.16
H -2.823 -2.546 1.778 0.01 0.01 0.03
H -3.438 -4.115 2.316 0.00 0.00 -0.06
H -3.324 -4.825 4.516 0.00 0.01 -0.03
H -4.776 -3.818 4.623 -0.01 -0.01 0.03
H -2.657 -3.260 6.356 0.02 -0.03 0.00
H -1.209 -3.640 3.169 -0.06 -0.04 0.02
H -1.128 -3.269 4.891 0.01 0.11 0.03
H -3.076 -1.213 5.444 -0.03 0.01 0.00
H -4.509 -1.222 4.397 0.00 0.00 -0.14
C -1.911 -2.700 -6.668 0.00 0.02 -0.02
C -1.981 -1.680 -5.536 0.03 -0.03 -0.03
C -0.641 -1.006 -5.256 0.03 -0.01 0.05
C -0.693 -0.089 -4.037 -0.49 -0.11 0.13
Ge -0.607 -0.996 -2.247 0.76 0.51 -0.25
C -1.241 -2.903 -2.212 -0.29 0.14 0.02
C -0.496 -3.879 -3.111 0.02 0.02 0.05
C -0.922 -5.332 -2.911 0.03 -0.02 -0.02
C -0.172 -6.299 -3.822 0.00 0.00 0.00
H -2.877 -3.179 -6.848 0.00 0.00 0.00
H -1.187 -3.487 -6.439 0.00 0.00 0.01
H -1.593 -2.228 -7.602 0.00 0.00 0.00
H -2.339 -2.157 -4.620 -0.01 0.01 -0.01
H -2.718 -0.909 -5.782 -0.02 0.00 0.03
H -0.341 -0.444 -6.153 -0.01 -0.01 -0.02
H 0.127 -1.777 -5.111 0.01 0.01 -0.03
H -1.584 0.543 -4.084 0.04 0.04 -0.01
H 0.175 0.575 -4.014 -0.02 0.00 0.00
H 0.881 -1.461 -2.555 0.58 -0.12 0.00
H -2.312 -2.913 -2.431 0.01 -0.03 0.02
H -1.149 -3.214 -1.167 0.02 0.01 0.00
H 0.583 -3.793 -2.934 0.00 -0.01 -0.02
H -0.648 -3.621 -4.164 0.03 0.00 -0.01
H -1.998 -5.418 -3.088 -0.01 0.00 0.01
H -0.762 -5.609 -1.863 -0.01 0.00 0.00
H -0.341 -6.050 -4.873 0.00 0.00 0.00
H -0.483 -7.337 -3.671 0.00 0.00 0.01
H 0.906 -6.244 -3.645 0.00 0.00 0.00
C 3.489 3.015 -4.108 0.01 0.02 -0.01
C 2.120 3.540 -3.780 0.01 0.03 0.03
C 1.635 4.723 -4.319 0.03 0.00 0.01
C 0.353 5.079 -3.912 -0.02 0.02 0.04
N -0.381 4.369 -3.084 0.07 0.05 0.09
C 0.162 3.206 -2.612 -0.13 -0.23 -0.40
S -0.943 2.248 -1.708 0.17 0.38 0.43
N 1.402 2.797 -2.953 0.03 0.00 0.15
H 4.002 3.647 -4.836 -0.01 0.00 0.01
H 3.408 2.001 -4.505 0.01 0.00 0.02
H 4.086 2.966 -3.196 0.02 -0.01 0.02
H 2.213 5.329 -5.003 0.00 0.00 0.00
H -0.100 6.000 -4.279 0.00 -0.01 0.00
O -2.955 -0.559 -1.856 -0.66 -0.30 -0.06
S -3.041 -0.490 -0.395 0.14 0.52 0.15
O -1.925 -1.311 0.226 0.22 -0.19 0.10
O -2.651 0.894 0.058 0.11 0.14 -0.05
O -4.355 -0.868 0.105 0.04 -0.19 0.19
```
Forces are in eV/Å.

Results
- highest occupied orbital energy (alpha / beta) (eV) = -1.1 / -1.2
- 2S+1 = 2
- net charge = -2
- gap between HOMO and LUMO (alpha / beta) (Ha) = 0.1772 / 0.1813
- energy above the lowest of the compared OMol25 structures with the same formula, charge and spin (eV) = 1.116
- max |F| (hartree/bohr) = 0.01953



Density functional theory data (wB97M-V/def2-TZVPD) for 4 unconnected molecules or ions with the total composition CH10N2O4 in a non-equilibrium geometry.

Geometry as XYZ:
```
17
Properties=species:S:1:pos:R:3:forces:R:3
N -1.147 -1.808 -1.259 0.16 2.74 3.04
C -0.571 -0.590 -0.573 2.88 -1.86 -5.70
N 0.769 -0.867 -0.015 -2.40 0.58 1.39
O -0.319 0.415 -1.516 -1.61 -0.71 1.20
H -0.537 -2.511 -1.542 1.38 -0.99 -0.37
H -1.845 -1.583 -1.910 -1.02 0.42 -0.78
H 1.320 -0.016 -0.152 0.91 -0.23 -0.14
H 0.615 -0.974 0.987 0.47 -0.52 0.68
H 2.307 2.011 -1.962 -0.45 -0.25 -0.03
H -0.603 -0.352 3.468 0.15 -0.06 -0.73
O -0.455 -0.414 2.502 -0.19 -0.81 0.25
H 0.654 0.936 -1.443 0.74 0.95 0.04
H -1.303 -0.309 0.201 -0.12 0.45 0.95
O 1.957 1.318 -1.382 -0.93 -0.72 0.28
H -0.182 2.293 1.902 -0.24 -1.56 -1.99
H -0.361 0.818 1.562 -0.29 -2.64 2.06
O -0.298 1.633 1.133 0.56 5.20 -0.17
```
Forces are in eV/Å.

Results
- highest occupied orbital energy (eV) = -9.6
- 2S+1 = 1
- gap between HOMO and LUMO (Ha) = 0.1480
- energy above the lowest of the compared OMol25 structures with the same formula, charge and spin (eV) = 10.562
- max |F| (hartree/bohr) = 0.12932



Density functional theory data (wB97M-V/def2-TZVPD) for a molecular structure, C2H2FLuO in a non-equilibrium geometry.

Geometry as XYZ:
```
7
Properties=species:S:1:pos:R:3:forces:R:3
H -0.413 -1.271 0.940 0.02 0.15 -0.15
C -0.644 -0.795 -0.016 -0.75 -1.01 -0.07
C -1.696 0.109 -0.037 -0.38 1.96 0.08
O -2.352 1.030 -0.036 0.41 -1.53 -0.04
Lu 3.653 1.401 0.064 -2.75 -0.89 0.01
F 1.779 0.745 0.058 3.45 1.18 0.00
H -0.328 -1.219 -0.972 0.00 0.14 0.18
```
Forces are in eV/Å.

Results
- highest occupied orbital energy (alpha / beta) (eV) = -23.2 / -26.8
- 2S+1 = 2
- net charge = +3
- gap between HOMO and LUMO (alpha / beta) (Ha) = 0.2288 / 0.3585
- energy above the lowest of the compared OMol25 structures with the same formula, charge and spin (eV) = 0.000
- max |F| (hartree/bohr) = 0.07093